Record 1
Density functional theory data (ωB97M-V/def2-TZVPD) for C25H47N2O3SSi3Sm as an isolated structure in a non-equilibrium geometry.

Values from the calculation:
- ⟨S²⟩: 8.84
- Lowest unoccupied orbital energy (alpha / beta): -0.448 / 0.001 eV
- Orbital gap (alpha / beta): 0.25139 / 0.25675 Eh
- 2S+1: 6

Atoms and positions in Å:
Sm (1.12305, -0.21828, -1.03742)
S (0.44605, -0.66788, 1.56358)
Si (-1.54995, -0.41328, 1.05398)
Si (3.94255, -0.06558, -1.11162)
Si (1.31845, 2.57972, -1.45602)
O (-1.45975, -0.37218, -0.63422)
O (-2.26795, 0.98652, 1.42698)
O (-2.57725, -1.57238, 1.58108)
N (1.76005, -4.82398, -0.45042)
N (1.17305, -2.90718, -1.33422)
C (-2.70175, 1.53322, -1.49392)
C (-1.75475, -3.52078, 0.41608)
C (-2.05615, 0.95662, 3.84478)
C (0.88285, -3.90798, -2.21642)
C (-4.28275, 1.03092, 2.70798)
C (1.24515, -5.10908, -1.67892)
C (3.65015, 4.20812, -1.11742)
C (5.94505, 3.60892, -0.90182)
C (0.63915, 3.34122, 0.21718)
C (5.15695, -0.65428, -2.52652)
C (-2.81915, 1.47632, 2.63018)
C (1.70285, -3.49228, -0.27862)
C (-2.41285, -2.97358, 1.68118)
C (3.24905, 2.87492, -1.21092)
C (-1.54665, -3.30448, 2.89618)
C (-3.81505, -3.56438, 1.85728)
C (4.90385, -0.63748, 0.49108)
C (-2.47925, 0.02182, -1.55812)
C (-2.72115, 3.00282, 2.55448)
C (0.80185, 3.91162, -2.79552)
C (-1.95045, -0.33598, -2.95772)
C (4.97035, 4.58662, -0.96252)
C (4.23955, 1.87702, -1.11382)
C (-3.78195, -0.72818, -1.28052)
C (5.56715, 2.28172, -0.97042)
H (-4.85145, 1.45582, 1.88308)
H (-0.44635, 3.28612, 0.26798)
H (6.18545, -0.35788, -2.33782)
H (-0.99765, 1.18172, 3.74568)
H (-1.05435, 0.26612, -3.17452)
H (-3.39805, 1.84132, -2.26912)
H (0.45255, -3.69768, -3.17592)
H (2.00915, -2.98898, 0.62648)
H (-2.35335, -3.27298, -0.45432)
H (-2.43775, 1.41792, 4.75208)
H (-1.63965, -4.59988, 0.46828)
H (-4.32965, -0.05498, 2.65178)
H (2.12105, -5.49148, 0.21178)
H (5.03255, -1.71818, 0.50508)
H (-3.21255, 3.36172, 1.65348)
H (5.14535, -1.73748, -2.62372)
H (1.03495, 2.77152, 1.06108)
H (6.98865, 3.87592, -0.79452)
H (6.34145, 1.52882, -0.91142)
H (-1.75175, 2.04892, -1.63692)
H (-2.03315, -2.95298, 3.80088)
H (-3.76225, -4.64708, 1.93518)
H (-4.43495, -3.29808, 1.00498)
H (0.92525, 4.38092, 0.36068)
H (1.16575, 4.90582, -2.55322)
H (-0.77535, -3.06428, 0.30988)
H (1.20355, 3.64992, -3.77042)
H (-0.27865, 3.98172, -2.89392)
H (2.90245, 4.98892, -1.16332)
H (-1.69775, -1.39618, -3.00282)
H (-3.64565, -1.79318, -1.45862)
H (-2.16695, -0.12198, 3.91698)
H (5.89325, -0.19288, 0.56978)
H (5.23565, 5.63432, -0.89422)
H (-4.27845, -3.17318, 2.75998)
H (4.86885, -0.23688, -3.48812)
H (-3.09765, 1.81372, -0.52472)
H (-3.19835, 3.45672, 3.41758)
H (-0.58465, -2.80568, 2.81098)
H (-4.72295, 1.36082, 3.64508)
H (-4.08135, -0.58328, -0.24632)
H (1.18375, -6.10718, -2.05972)
H (-1.38835, -4.37738, 2.97188)
H (-2.70555, -0.12558, -3.71122)
H (-4.57425, -0.36598, -1.92952)
H (4.34655, -0.35988, 1.38468)
H (-1.67735, 3.30372, 2.52398)

Here are the Löwdin charges for atoms 1 to 8, given in e: 1.104 0.304 -0.155 0.479 0.495 -0.317 -0.142 -0.141


Record 2
Density functional theory data (ωB97M-V/def2-TZVPD) for C25H48BIrN4P2S as an isolated structure.

Values from the calculation:
- ⟨S²⟩: 0.76
- Lowest unoccupied orbital energy (alpha / beta): -11.680 / -11.634 eV
- Orbital gap (alpha / beta): 0.18313 / 0.18526 Eh
- 2S+1: 2
- Total charge: +3

Atoms and positions in Å:
Ir (0.48224, 0.07131, -0.57035)
S (2.09407, 0.39576, -2.15693)
P (-1.61357, 0.92483, -1.44438)
P (1.74883, -0.78869, 1.30113)
N (0.39286, 1.26047, 2.26876)
N (-1.33527, 2.04299, 0.94554)
N (2.78230, -0.78427, -4.39389)
N (1.84917, -2.21446, -2.85860)
C (0.89835, -2.35660, 1.85807)
C (3.99924, -1.97000, 0.13775)
C (-0.49217, 1.88163, 3.04948)
C (-1.58434, 2.37533, 2.21395)
C (-2.68685, 3.18066, 4.14305)
C (-1.42287, 1.95000, -3.00116)
C (-0.39690, 3.05355, -2.69530)
C (4.15086, 0.47468, 0.71299)
C (1.53843, 0.46106, 2.65671)
C (-0.52969, 2.04444, 4.45287)
C (-2.42619, -1.53254, -2.42427)
C (-2.69933, 3.02216, 2.79298)
C (0.58720, -3.17152, 0.59367)
C (2.24923, -1.00302, -3.21065)
C (-2.75498, 2.61808, -3.38417)
C (3.61174, -0.89546, 1.15379)
C (-2.21859, 2.16602, -0.20009)
C (-2.90354, -0.41556, -1.48758)
C (-2.98916, -0.97859, -0.06223)
C (4.25053, -1.21623, 2.51793)
C (-4.29089, 0.07374, -1.91375)
C (1.71551, -3.21900, 2.82384)
C (-0.41006, -1.96051, 2.55931)
C (-0.93615, 1.09656, -4.17374)
C (-1.60627, 2.69390, 4.96931)
B (-0.10025, 1.25065, 0.88550)
H (-1.00822, -1.25453, 1.98290)
H (-2.53338, 3.40087, -4.11192)
H (-2.06424, -1.48015, 0.22234)
H (-1.67595, 0.36401, -4.48811)
H (0.00029, 0.58290, -3.95152)
H (5.08737, -2.00487, 0.06478)
H (-3.51044, 3.39741, 2.18451)
H (-0.75548, 1.75754, -5.02312)
H (0.54954, 2.66982, -2.31818)
H (4.10860, 1.21306, 1.51349)
H (-3.24883, 1.94230, 0.07886)
H (2.59595, -3.65430, 2.35517)
H (-0.05042, -2.61494, -0.10501)
H (-1.66853, 2.86201, 6.03640)
H (-1.00715, -2.86175, 2.70817)
H (4.08834, -2.23782, 2.84180)
H (1.08137, -4.04576, 3.15004)
H (0.27607, 1.69295, 5.08223)
H (3.65419, 0.88412, -0.16294)
H (3.92790, -0.53750, 3.30905)
H (5.32777, -1.07726, 2.40873)
H (-2.18741, 3.17782, -0.60208)
H (3.61865, -1.74342, -0.85969)
H (-3.79101, -1.71816, -0.03210)
H (-3.22356, -0.21993, 0.68883)
H (-4.97901, -0.77027, -1.83744)
H (2.42805, 1.08547, 2.73223)
H (-3.26322, 3.09784, -2.54667)
H (1.56095, -2.40378, -1.91154)
H (2.01950, -2.67350, 3.71743)
H (-3.44253, 1.92507, -3.85998)
H (-4.32215, 0.41970, -2.94212)
H (3.66513, -2.96426, 0.43495)
H (3.07484, 0.14502, -4.65973)
H (0.04213, -4.07530, 0.87231)
H (2.95521, -1.52804, -5.05794)
H (-4.68190, 0.86067, -1.26695)
H (-0.77507, 3.79619, -1.99217)
H (1.96081, -3.01019, -3.47337)
H (5.20576, 0.35218, 0.46193)
H (-0.18917, 3.58471, -3.62547)
H (1.37929, -0.02683, 3.61828)
H (-0.22527, -1.54013, 3.54864)
H (-2.52726, -1.26629, -3.47375)
H (-3.50758, 3.69070, 4.62992)
H (1.49920, -3.49380, 0.08542)
H (-3.03911, -2.41899, -2.25269)
H (-1.38348, -1.81193, -2.23347)

Here are the Löwdin charges for atoms 1 to 8, given in e: 0.753 0.711 1.049 1.048 0.031 0.036 0.173 0.168


| no. | E (hartree) |
| --- | --- |
| 1 | -3240.86179 |
| 2 | -2409.68078 |